1:
Molecular formula: C6H16O2
Method: DFT, wB97M-V/def2-TZVPD

## Properties
Kohn-Sham gap = 10.39 eV
Structure (SMILES) = C=CCCCC.O.O
Charge = 0
E_HOMO = -9.61 eV
LUMO energy = 0.783 eV

Last column: Löwdin charge in e.
Cartesian coordinates (Å):
O -2.42 5.04 4.17  -0.06
O 2.13 -0.57 4.27  -0.07
C -1.00 -0.85 -2.00  -0.23
C -1.12 -2.10 0.20  -0.11
C -1.38 -0.77 -0.50  -0.25
C 1.11 0.54 -2.14  -0.20
C 2.38 0.84 -2.29  -0.02
C 0.51 -0.84 -2.27  -0.21
H 0.61 -1.19 -3.29  0.11
H -1.47 5.01 4.30  0.03
H 0.46 1.35 -1.84  0.10
H 2.74 1.84 -2.14  0.05
H -1.48 -1.72 -2.43  0.10
H -0.04 -2.25 0.26  0.06
H 3.19 0.16 -2.58  0.06
H -1.56 -2.15 1.19  0.06
H -0.75 -0.01 -0.05  0.10
H -2.42 -0.48 -0.41  0.10
H -1.52 -2.97 -0.33  0.07
H 3.07 -0.71 4.10  0.04
H 1.87 -1.43 4.65  0.04
H 1.07 -1.49 -1.59  0.11
H -2.57 4.75 3.26  0.03
H -1.43 0.00 -2.52  0.10

=====

2:
Molecular formula: C6H16O2
Method: DFT, wB97M-V/def2-TZVPD

## Properties
Kohn-Sham gap = 10.73 eV
Structure (SMILES) = CCOC.CCOC
Charge = 0
E_HOMO = -9.71 eV
LUMO energy = 1.023 eV

Last column: Löwdin charge in e.
Cartesian coordinates (Å):
O -3.76 0.83 -0.08  -0.23
O 4.32 -0.08 0.27  -0.22
C 5.25 0.78 -0.25  -0.16
C 2.15 -0.96 0.32  -0.08
C -2.06 -0.82 -0.11  -0.08
C -3.49 -0.48 0.38  -0.30
C -5.03 1.39 0.28  -0.10
C 3.18 -0.32 -0.61  -0.26
H 1.20 -1.00 -0.24  0.06
H -5.40 1.29 1.32  0.08
H -1.71 -1.73 0.40  0.07
H -4.30 -1.17 0.08  0.12
H -5.71 0.84 -0.39  0.08
H 2.01 -0.34 1.22  0.08
H 5.71 0.33 -1.14  0.09
H 6.03 0.95 0.51  0.09
H -1.36 0.00 0.10  0.07
H 4.82 1.76 -0.53  0.09
H 2.82 0.65 -1.01  0.12
H -2.06 -1.01 -1.20  0.07
H -5.06 2.46 0.01  0.09
H -3.47 -0.44 1.49  0.11
H 3.51 -0.93 -1.47  0.12
H 2.42 -1.99 0.63  0.08

=====

Each structure's energy above the most stable one, in eV: 1 0.000; 2 0.725.

=====

1:
Molecular formula: C6H9N2O
Method: DFT, wB97M-V/def2-TZVPD

## Properties
Kohn-Sham gap = 8.49 eV
Structure (SMILES) = CC[N+]#CNC(C)=C=O
Charge = +1
E_HOMO = -12.70 eV
LUMO energy = -4.213 eV

Last column: Löwdin charge in e.
Cartesian coordinates (Å):
O -3.10 -2.13 4.04  0.23
N 0.36 -1.02 -0.79  0.20
N -0.58 -1.76 1.43  0.13
C -1.80 -1.28 2.11  -0.26
C 1.03 -0.11 -1.64  -0.23
C -2.43 0.08 1.77  -0.01
C -0.04 -1.42 0.26  0.03
C 1.90 0.92 -0.97  -0.06
C -2.37 -1.75 3.21  -0.11
H -0.06 -2.34 2.15  0.21
H -1.72 0.79 2.24  0.09
H -2.12 0.13 0.66  0.09
H 2.49 1.28 -1.86  0.11
H -3.54 0.22 1.88  0.12
H 1.28 1.75 -0.66  0.08
H 0.24 0.22 -2.31  0.14
H 2.53 0.44 -0.16  0.11
H 1.72 -0.69 -2.23  0.13

=====

2:
Molecular formula: C6H9N2O
Method: DFT, wB97M-V/def2-TZVPD

## Properties
Kohn-Sham gap = 9.01 eV
Structure (SMILES) = C[NH2+][C@@H]1C=CC=NC1=O
Charge = +1
E_HOMO = -14.11 eV
LUMO energy = -5.101 eV

Last column: Löwdin charge in e.
Cartesian coordinates (Å):
O 0.80 2.29 -0.05  0.13
N 2.27 0.51 0.25  0.18
N -1.23 0.84 -0.48  -0.02
C -0.04 0.18 -0.88  -0.19
C -1.80 0.46 0.93  0.04
C 1.13 1.14 -0.14  -0.36
C 2.31 -0.78 0.29  0.00
C 0.10 -1.26 -0.46  -0.04
C 1.15 -1.67 0.14  -0.03
H -1.27 1.10 1.72  0.14
H -1.79 -0.60 1.10  0.08
H 0.14 0.35 -1.98  0.19
H -0.49 -2.00 -0.84  0.10
H -0.78 1.90 -0.45  0.20
H -2.08 0.82 -1.19  0.24
H 3.16 -1.32 0.51  0.11
H 1.27 -2.68 0.50  0.13
H -2.85 0.71 1.05  0.09

=====

Each structure's energy above the most stable one, in eV: 1 1.317; 2 0.000.

=====

1:
Molecular formula: C5H5O3
Method: DFT, wB97M-V/def2-TZVPD

## Properties
Kohn-Sham gap (spin up / spin down) = 6.08 / 6.08 eV
Charge = -1
E_HOMO (spin up / spin down) = -2.00 / -2.00 eV
LUMO energy (spin up / spin down) = 4.085 / 4.085 eV

Last column: Löwdin charge in e.
Cartesian coordinates (Å):
O 0.69 0.14 2.46  -0.03
O -2.89 0.81 -0.60  0.05
O 0.49 -0.81 -2.24  -0.16
C 0.48 0.14 -1.19  -0.30
C 0.93 -0.37 0.15  -0.20
C -1.96 0.57 0.10  -0.22
C -1.27 0.41 1.23  -0.09
C 0.13 0.10 1.37  -0.47
H 1.99 -0.14 0.40  0.10
H 0.98 1.07 -1.49  0.05
H -1.79 0.56 2.18  0.11
H 0.83 -1.46 0.16  0.11
H 1.40 -0.99 -2.52  0.05

=====

2:
Molecular formula: C5H5O3
Method: DFT, wB97M-V/def2-TZVPD

## Properties
Kohn-Sham gap = 7.55 eV
Structure (SMILES) = C[C@@H]1C(O)=C1C(=O)[O-]
Charge = -1
E_HOMO = -4.00 eV
LUMO energy = 3.544 eV

Last column: Löwdin charge in e.
Cartesian coordinates (Å):
O -3.80 0.83 1.01  -0.07
O -3.51 0.36 -1.19  -0.08
O -0.80 -2.61 0.68  -0.01
C -0.25 0.09 0.37  -0.21
C 0.62 0.63 -0.82  -0.04
C -1.81 -0.10 0.25  0.01
C -3.14 0.46 0.01  -0.72
C -1.04 -1.15 0.45  -0.14
H 0.68 1.67 -0.79  0.05
H -0.08 0.21 -1.47  0.05
H -1.63 -3.02 0.82  0.05
H 1.48 0.08 -0.70  0.04
H 0.04 0.54 1.24  0.07

=====

Each structure's energy above the most stable one, in eV: 1 0.000; 2 0.326.

=====

1:
Molecular formula: C5H7ClN2
Method: DFT, wB97M-V/def2-TZVPD

## Properties
Kohn-Sham gap = 9.24 eV
Structure (SMILES) = [H]/N=C(N)/C=C\C=C\Cl
Charge = 0
E_HOMO = -9.02 eV
LUMO energy = 0.227 eV

Last column: Löwdin charge in e.
Cartesian coordinates (Å):
Cl -3.71 -0.70 -0.19  0.65
N 0.96 -1.01 0.96  0.09
N 2.29 -1.05 -0.91  0.12
C 0.98 0.92 -0.34  -0.06
C -1.53 0.90 0.18  -0.17
C -0.21 1.41 -0.07  -0.18
C 1.40 -0.50 -0.22  -0.56
C -2.18 -0.16 -0.56  -0.61
H 2.43 -1.99 -0.77  0.00
H 1.84 1.64 -0.30  0.13
H 1.29 -2.10 1.30  0.21
H -1.98 1.38 1.14  0.13
H -1.64 -0.61 -1.38  0.07
H -0.04 2.54 -0.20  0.13
H 0.11 -0.68 1.36  0.05

=====

2:
Molecular formula: C5H7ClN2
Method: DFT, wB97M-V/def2-TZVPD

## Properties
Kohn-Sham gap = 8.09 eV
Structure (SMILES) = Cn1ccc(Cl)c1N
Charge = 0
E_HOMO = -7.30 eV
LUMO energy = 0.796 eV

Last column: Löwdin charge in e.
Cartesian coordinates (Å):
Cl -3.28 0.32 0.05  0.65
N 0.56 -0.26 0.09  -0.14
N -0.58 1.88 0.26  0.08
C -1.68 -0.31 -0.07  -0.63
C 0.19 -1.54 -0.09  -0.13
C -0.55 0.53 0.10  -0.39
C 1.93 0.14 0.10  -0.04
C -1.17 -1.62 -0.20  -0.10
H -1.69 -2.48 -0.22  0.06
H 2.51 -0.54 0.71  0.08
H 2.30 0.13 -0.96  0.09
H -1.53 2.19 0.44  0.06
H 0.96 -2.34 -0.23  0.14
H 2.11 1.31 0.40  0.14
H -0.09 2.60 -0.38  0.14

=====

Each structure's energy above the most stable one, in eV: 1 2.015; 2 0.000.

=====

1:
Molecular formula: C3H6NO
Method: DFT, wB97M-V/def2-TZVPD

## Properties
Kohn-Sham gap = 9.63 eV
Charge = +1
E_HOMO = -15.67 eV
LUMO energy = -6.036 eV

Last column: Löwdin charge in e.
Cartesian coordinates (Å):
O -1.33 -0.27 0.08  0.10
N 0.99 -0.54 0.09  0.02
C -0.93 0.92 0.02  0.11
C 0.61 0.88 -0.06  -0.10
C -0.21 -1.22 -0.15  -0.14
H 1.23 -0.58 1.08  0.14
H -1.71 1.71 -0.01  0.18
H 0.79 1.41 -1.03  0.16
H 1.30 1.53 0.48  0.16
H -0.50 -2.10 0.63  0.21
H -0.24 -1.75 -1.13  0.16

=====

2:
Molecular formula: C3H6NO
Method: DFT, wB97M-V/def2-TZVPD

## Properties
Kohn-Sham gap = 8.80 eV
Charge = +1
E_HOMO = -14.19 eV
LUMO energy = -5.399 eV

Last column: Löwdin charge in e.
Cartesian coordinates (Å):
O 0.78 -1.49 0.19  0.00
N 1.13 0.78 0.32  0.25
C -2.43 0.13 0.22  0.25
C 0.19 -0.19 -0.08  -0.41
C -1.20 -0.01 0.06  -0.05
H 1.03 0.68 1.31  0.18
H 0.66 -0.13 -1.85  0.26
H -3.42 0.16 0.06  0.02
H 0.91 1.78 0.11  0.23
H 1.98 0.47 0.04  0.13
H 0.39 -2.19 -0.38  0.14

=====

Each structure's energy above the most stable one, in eV: 1 0.000; 2 3.386.

=====

1:
Molecular formula: C3H6NO
Method: DFT, wB97M-V/def2-TZVPD

## Properties
Kohn-Sham gap = 10.59 eV
Charge = +1
E_HOMO = -15.63 eV
LUMO energy = -5.039 eV

Last column: Löwdin charge in e.
Cartesian coordinates (Å):
O -0.92 -1.25 1.05  -0.08
N 1.01 1.04 -0.82  0.22
C 0.10 -0.27 1.08  -0.15
C -1.38 -1.15 -0.23  0.10
C 0.15 0.15 -0.35  0.05
H 1.68 1.48 -0.20  0.15
H 1.01 1.32 -1.80  0.15
H -2.26 -0.52 -0.40  0.12
H -0.14 0.56 1.77  0.16
H -1.26 -2.02 -0.87  0.13
H 1.04 -0.72 1.44  0.16

=====

2:
Molecular formula: C3H6NO
Method: DFT, wB97M-V/def2-TZVPD

## Properties
Kohn-Sham gap = 11.40 eV
Structure (SMILES) = C[N+](C)=C=O
Charge = +1
E_HOMO = -16.70 eV
LUMO energy = -5.301 eV

Last column: Löwdin charge in e.
Cartesian coordinates (Å):
O -2.72 0.15 -0.21  0.35
N -0.29 0.01 -0.06  -0.08
C 0.34 1.30 0.17  0.07
C -1.57 0.02 -0.10  -0.04
C 0.50 -1.23 -0.05  0.05
H 0.22 -1.97 0.72  0.14
H 0.95 1.45 -0.65  0.10
H 1.04 1.03 0.97  0.14
H 0.46 -1.79 -0.94  0.10
H -0.39 2.02 0.25  0.10
H 1.46 -0.98 -0.09  0.07

=====

Each structure's energy above the most stable one, in eV: 1 1.354; 2 0.000.